one.
13
Properties=species:S:1:pos:R:3 method="wB97M-V/def2-TZVPD" e_homo_ev=-10.5 mol_weight_da=80.1 gap_ha=0.4007
C 0.97044 0.35300 0.16747
C 0.81130 -1.04966 0.69800
O -0.29942 -1.53917 0.87800
H 0.02937 0.85260 -0.04609
H 1.86243 0.43279 -0.48810
H 1.41941 0.98703 1.02934
H 1.68704 -1.75127 0.82339
O -1.09110 -0.82484 -3.16819
H -0.33850 -1.37340 -2.98801
H -0.68569 0.04376 -3.03573
O -1.72668 1.61534 2.14398
H -1.67566 0.58633 2.35460
H -0.96294 1.66749 1.63134

two.
13
Properties=species:S:1:pos:R:3 method="wB97M-V/def2-TZVPD" e_homo_ev=-10.2 mol_weight_da=80.1 gap_ha=0.4045
C -1.25027 0.88237 -0.20480
C -0.68479 0.14042 0.96969
O -0.28125 -0.99625 0.90422
H -2.15043 1.38126 0.17090
H -0.62636 1.69639 -0.56652
H -1.48180 0.22118 -1.03456
H -0.61340 0.73066 1.89614
O 0.49356 -1.98520 -1.84453
H 0.86667 -2.77559 -1.42795
H -0.27465 -1.79777 -1.29226
O 1.73793 1.11518 0.82681
H 1.57296 0.16907 0.74583
H 2.69185 1.21830 0.85703

Pick two: it beats the second-best structure by 0.0286 hartree.

one.
20
Properties=species:S:1:pos:R:3 method="wB97M-V/def2-TZVPD" e_homo_ev=-12.1 mol_weight_da=127.2 gap_ha=0.3138 charge=+1
C -3.04849 -0.35703 -0.18759
C -2.15929 0.67094 -0.37460
C -1.31697 -1.06643 0.75354
C 0.28548 2.45357 0.15032
C 0.38692 0.94373 0.22395
N -2.56811 -1.37979 0.54239
N -1.02505 0.18886 0.27114
N 1.51779 0.36010 0.20040
N 2.32304 -2.23979 -0.45007
H -3.89489 -0.36776 -0.75917
H -2.26035 1.47956 -1.14874
H -0.63890 -1.67606 1.45717
H 1.28223 2.91512 0.30629
H -0.29327 2.84603 -0.71449
H -0.31114 2.93726 0.96202
H 2.27805 1.06849 0.32249
H 2.05725 -1.17958 -0.09228
H 3.33562 -2.39289 -0.19038
H 1.84766 -2.99799 0.14922
H 2.20244 -2.20635 -1.42164

two.
20
Properties=species:S:1:pos:R:3 method="wB97M-V/def2-TZVPD" e_homo_ev=-14.1 mol_weight_da=127.2 gap_ha=0.3690 charge=+1
C 2.51712 -1.99525 0.44092
C -1.56524 -0.77712 0.12355
C -0.64509 2.03316 0.51043
C 1.58334 1.31875 -0.58896
C 0.15397 0.95264 -0.11111
N 1.60690 -2.03133 -0.23648
N -1.62558 -1.93797 -0.54662
N -2.33912 -0.03021 0.71292
N -0.29400 -0.26570 -0.26577
H -0.03185 2.94645 0.24958
H -1.52345 2.20746 -0.03367
H -0.80950 1.77741 1.59621
H 2.24697 0.41609 -0.81028
H 2.00365 1.85258 0.20504
H 1.41710 1.99388 -1.47060
H -2.36313 -2.60109 -0.30198
H -0.67404 -2.51239 -0.53100
H -3.24386 -0.41182 0.93556
H 3.38543 -2.04375 0.91155
H 0.20039 -0.89179 -0.78929

Pick one: it beats the second-best structure by 0.0047 hartree.

one.
10
Properties=species:S:1:pos:R:3 method="wB97M-V/def2-TZVPD" e_homo_ev=-16.7 mol_weight_da=64.1 gap_ha=0.4199 charge=+1
O 1.02464 1.01971 1.00021
H 0.91515 1.14326 1.92351
H 1.30996 1.93115 0.72518
H -0.33900 -0.83102 1.30272
C -1.06517 -0.45959 -0.57074
N 0.11094 -0.59431 -1.23930
O -1.22209 -0.89329 0.72576
H -2.09133 -0.41113 -1.19883
H 0.99054 -0.74920 -0.56168
H 0.36636 -0.15558 -2.10683

two.
10
Properties=species:S:1:pos:R:3 method="wB97M-V/def2-TZVPD" e_homo_ev=-15.8 mol_weight_da=64.1 gap_ha=0.4006 charge=+1
O -1.82861 0.17007 0.23979
H -2.26068 1.03173 0.26394
H -2.48622 -0.55925 0.20689
H 0.95326 0.50737 1.49813
C 0.71714 0.14727 -0.51743
N 1.04230 -1.13501 -0.45219
O 0.51249 0.89963 0.59320
H 0.20442 0.79967 -1.34533
H 1.07486 -1.64520 0.37526
H 1.44433 -1.63044 -1.39293

three.
10
Properties=species:S:1:pos:R:3 method="wB97M-V/def2-TZVPD" e_homo_ev=-16.1 mol_weight_da=64.1 gap_ha=0.4307 charge=+1
O 0.10825 0.45251 2.27140
H -0.09374 -0.23310 2.91963
H 0.33250 1.21090 2.83315
H -0.24253 -1.96881 -2.23398
C 0.05902 -0.19555 -1.48636
N -0.19310 0.50445 -0.44503
O -0.01629 -1.47875 -1.41384
H 0.43310 0.21337 -2.41991
H -0.21940 -0.00715 0.44558
H -0.16781 1.50211 -0.47062

Pick three: it beats the second-best structure by 0.0416 hartree.

one.
29
Properties=species:S:1:pos:R:3 method="wB97M-V/def2-TZVPD" e_homo_ev=-8.6 mol_weight_da=196.3 gap_ha=0.3449
C 2.24945 1.03273 0.29940
C 1.31929 0.92743 -0.78079
C 0.90056 2.29446 -1.35298
C -0.40114 2.00450 -2.23567
C -0.83856 0.49546 -1.81565
C -0.62308 0.36452 0.64509
C -1.59645 -0.54984 1.09148
C -0.99637 -1.91179 1.19107
C -1.27843 -2.81456 2.20948
C -0.13432 -3.86756 2.13801
H 2.55406 0.04625 0.59895
H 3.05210 1.60140 -0.13463
H 1.70981 1.39778 1.42902
H 2.05457 0.61858 -1.71762
H 1.66019 2.58259 -1.99201
H 0.51426 3.01927 -0.53481
H -0.02889 1.96248 -3.34011
H -1.09565 2.75202 -2.17360
H -0.67666 -0.38891 -2.60882
H -1.90410 0.57800 -1.47315
H -1.25889 1.36918 0.35006
H 0.19502 0.66527 1.32254
H -2.30436 -0.53100 0.14527
H -2.15224 -0.15383 1.94940
H -1.94287 -2.60267 3.10132
H -0.07766 -4.77705 2.86369
N 0.12048 0.01641 -0.66690
N 0.70619 -3.66354 1.20757
S 0.27368 -2.46759 0.28441

two.
29
Properties=species:S:1:pos:R:3 method="wB97M-V/def2-TZVPD" e_homo_ev=-7.1 mol_weight_da=196.3 gap_ha=0.2829
C 0.08853 -1.02023 0.99670
C -3.85171 -0.32602 -1.25201
C -3.90214 -1.48086 -0.33696
C 3.97842 -0.90666 -1.03426
C 3.51434 -0.09379 -2.14918
C -2.41661 -0.14163 -1.59623
C -2.57215 -1.64452 0.06372
C 2.67883 -0.07189 -0.88419
C 3.90662 1.07047 1.52461
C -0.36680 -0.57676 -0.29239
N 0.56440 -1.37396 1.96516
N -1.63121 -0.91532 -0.54324
S 2.58431 1.30304 0.23321
H -4.52134 -0.27265 -2.20187
H -4.09243 0.55889 -0.68848
H -4.56910 -1.39512 0.52153
H -4.16581 -2.40937 -0.93392
H 3.95014 -1.97245 -1.19586
H 4.89607 -0.74127 -0.48540
H 3.77522 0.94413 -2.18683
H 3.36112 -0.65004 -3.08871
H -2.00127 -0.40482 -2.57626
H -2.06401 0.89335 -1.47748
H 1.89512 -0.71509 -0.82868
H -2.14090 -2.10520 1.02810
H 4.83507 1.17088 0.98913
H 3.74389 0.10414 1.97630
H 3.87525 1.91246 2.22315
H 0.27272 0.11982 -0.90486

Pick one: it beats the second-best structure by 0.0167 hartree.

one.
26
Properties=species:S:1:pos:R:3 method="wB97M-V/def2-TZVPD" e_homo_ev=-9.1 mol_weight_da=156.2 gap_ha=0.3543
C 0.68724 2.51339 1.24654
C 0.97237 1.73869 -0.09979
C 1.39887 0.23090 0.15524
N 1.64276 -0.36505 -1.17845
N -0.11676 1.80195 -1.02312
C -1.38153 1.39436 -0.44321
O -1.73976 1.22709 0.72279
H 1.70959 2.82315 1.39039
H 0.01783 2.03161 1.97184
H 0.20406 3.57695 0.93999
H 1.93643 2.14651 -0.47944
H 2.38394 0.37134 0.64005
H 0.77075 -0.45763 0.80123
H 1.72607 -1.45234 -1.14996
H 2.55715 0.03956 -1.48952
H -0.11774 1.46081 -1.96557
H -2.10185 1.05067 -1.20678
O -3.45236 -1.13306 0.35232
H -3.96943 -0.36146 0.70207
H -2.52083 -0.89284 0.16348
O -1.12147 -3.02797 0.31817
H -1.51574 -2.51784 -0.44980
H -1.63981 -2.61721 1.00104
O 1.55705 -3.13127 -0.17108
H 1.48772 -3.37592 -1.04498
H 0.62543 -3.07439 0.29655

two.
26
Properties=species:S:1:pos:R:3 method="wB97M-V/def2-TZVPD" e_homo_ev=-9.6 mol_weight_da=156.2 gap_ha=0.3546
C -1.45589 0.09555 2.37808
C -1.19032 0.46670 0.85649
C -2.16667 -0.22447 -0.08710
N 0.24303 0.22055 0.54713
C 0.74478 -1.05280 0.59934
N 1.97544 -1.17644 -0.19612
O 0.37091 -2.10909 1.14332
H -2.50178 0.13659 2.67257
H -1.00459 -0.94200 2.54475
H -0.94663 0.84672 2.96302
H -1.30602 1.59993 0.74054
H -2.03724 0.10778 -1.09206
H -3.21484 -0.03834 0.25190
H -1.98047 -1.34453 -0.03206
H 0.69885 0.88266 -0.05054
H 2.20210 -0.29005 -0.65340
H 2.72823 -1.46135 0.39021
O -0.51180 -2.07110 -2.25317
H -1.15138 -2.66478 -1.78377
H 0.09886 -1.74885 -1.63251
O -0.37144 2.97064 -1.12982
H -0.88230 2.93153 -1.98010
H -0.88292 3.53318 -0.56437
O 2.30850 1.81722 -0.89110
H 1.56532 2.34484 -1.02754
H 3.12473 2.22660 -0.63848

Pick two: it beats the second-best structure by 0.0718 hartree.

one.
26
Properties=species:S:1:pos:R:3 method="wB97M-V/def2-TZVPD" e_homo_ev=-9.3 mol_weight_da=156.2 gap_ha=0.3587
N -0.58509 1.67107 -1.55069
C -0.33128 0.23819 -1.69438
C 1.13883 -0.07383 -1.39862
C 1.52074 -0.01940 0.07748
N 1.02074 -1.17924 0.80980
C 3.03608 0.09595 0.17869
O 3.71530 -0.68751 0.78451
H -1.52126 1.88613 -1.87265
H -0.54387 1.93083 -0.57447
H -0.51431 -0.02555 -2.72963
H -0.96914 -0.37093 -1.04928
H 1.72287 0.64890 -1.96445
H 1.37799 -1.06878 -1.78768
H 1.09599 0.87209 0.54533
H 1.38865 -1.15770 1.75367
H 1.40396 -2.02641 0.39275
H 3.49009 0.95804 -0.35662
O -0.65028 1.45131 1.88152
H -1.53291 1.32881 1.46749
H -0.40437 0.55960 2.18462
O -1.73142 -1.77032 0.99552
H -1.84388 -2.58080 0.46600
H -0.78445 -1.54152 0.93789
O -3.03832 0.58176 0.62093
H -2.65788 -0.31173 0.69118
H -3.80278 0.59106 1.19110

two.
26
Properties=species:S:1:pos:R:3 method="wB97M-V/def2-TZVPD" e_homo_ev=-10.1 mol_weight_da=156.2 gap_ha=0.3849
C -2.96849 0.57821 1.91560
C -1.60244 0.61166 1.35074
C -1.49874 0.25681 -0.14989
N -0.16692 0.64534 -0.65578
C 0.90006 -0.21598 -0.47555
N 1.07474 -1.02788 0.57683
O 1.78150 -0.12655 -1.36638
H -3.55834 -0.23644 1.45849
H -3.13278 0.48929 2.99634
H -3.64706 1.40112 1.67643
H -1.07214 -0.18625 1.93783
H -1.10751 1.59327 1.42863
H -1.60091 -0.78696 -0.40197
H -2.32725 0.85080 -0.67678
H -0.12700 1.20655 -1.48468
H 0.33430 -1.47073 1.08539
H 1.78226 -1.80243 0.34652
O 2.46190 1.99219 1.95602
H 1.61203 1.70338 1.60945
H 3.09826 1.99560 1.23194
O 0.79386 0.26379 -3.86841
H 0.49246 0.15388 -2.96318
H 1.61044 -0.23190 -3.94100
O 2.42214 -2.72999 -0.85048
H 2.68131 -1.87298 -1.25772
H 1.76431 -3.05382 -1.47837

Pick one: it beats the second-best structure by 0.0081 hartree.